Molecular formula: C4H8N2
Method: DFT, wB97M-V/def2-TZVPD

Values from the calculation:
Energy relative to the best compared isomer or geometry (same formula, charge and spin) in kcal per mole: 67.81
Orbital gap in eV: 9.631
Total charge: 0
E in eV: -7254.9347

Geometry (Å):
N1 0.388 -0.909 0.625
H1 2.300 -0.918 -0.199
C1 -1.578 1.067 -1.624
H2 0.390 -1.236 2.658
H3 -2.305 0.388 -2.057
C2 1.304 -0.545 -0.457
C3 0.899 -0.838 1.780
C4 -1.581 1.101 -0.311
H4 1.358 0.536 -0.636
H5 1.886 -0.394 1.928
H6 -1.225 1.902 -2.204
H7 0.990 -1.033 -1.380
H8 -1.199 -0.034 0.981
N2 -1.627 0.912 0.896

---

Molecular formula: C4H8N2
Method: DFT, wB97M-V/def2-TZVPD

Values from the calculation:
Energy relative to the best compared isomer or geometry (same formula, charge and spin) in kcal per mole: 50.08
Orbital gap in eV: 9.781
Total charge: 0
E in eV: -7255.7037

Geometry (Å):
H1 0.209 -1.067 1.392
H2 -1.066 1.721 0.135
H3 1.730 -0.988 0.327
H4 -2.097 -0.513 -1.278
H5 1.829 1.665 0.726
N1 -0.087 -0.182 -0.551
C1 0.767 -0.419 0.652
H6 0.459 1.417 1.750
N2 -1.308 -2.251 -0.933
H7 -0.369 -2.639 -0.496
C2 -0.072 1.328 -0.351
C3 -1.168 -1.021 -0.914
H8 0.312 1.799 -1.235
C4 0.863 1.149 0.775

---

Listing max |F| for the structures above in their given order: 1.04 4.84 eV/Å.